# 1
This record from the OMol25 dataset describes a structure of composition C10H12B3BeF18N5NiO4S2 in a non-equilibrium geometry. The level of theory is the ωB97M-V functional and the def2-TZVPD basis.

The expectation value of S² is 2.00. The calculation puts the LUMO energy (spin up / spin down) at -7.10 / -7.10 eV. The multiplicity is 3. The calculation puts the HOMO energy (spin up / spin down) at -10.6 / -10.6 eV.

Last column: natural (NBO) charge in e.
Geometry (Å):
1 Be -0.64071 -1.17474 4.07969  1.76
2 Ni 0.40595 0.68671 -0.97490  1.58
3 B -0.30926 -0.63835 1.48936  1.32
4 F 0.61894 -1.41794 2.10817  -0.53
5 F 0.11276 0.68815 1.45787  -0.55
6 F -0.54256 -1.00116 0.18282  -0.52
7 F -1.51232 -0.68865 2.30807  -0.57
8 B -0.16827 -3.91498 3.80107  1.31
9 F 0.84648 -3.00683 4.15989  -0.54
10 F -0.99696 -3.29574 2.82833  -0.57
11 F 0.36351 -5.08609 3.34625  -0.52
12 F -0.98996 -4.06818 4.92583  -0.55
13 B 1.09593 -0.48406 -3.16959  1.32
14 F 1.28735 0.89578 -3.01595  -0.54
15 F 0.85495 -1.03846 -1.88976  -0.57
16 F 0.03272 -0.67399 -4.05107  -0.56
17 F 2.21553 -1.06023 -3.72246  -0.54
18 C 0.05979 3.66691 1.84457  0.74
19 F -0.66579 3.15023 2.84859  -0.33
20 F 0.06568 4.96524 2.18197  -0.31
21 F 1.30611 3.21427 1.84137  -0.30
22 S -0.79709 3.46537 0.19299  2.21
23 O -1.79810 2.45950 0.39984  -0.94
24 O -1.26904 4.73262 -0.24453  -0.87
25 N 0.34620 2.70282 -0.77844  -1.29
26 S 1.20599 3.83234 -1.47868  2.20
27 O 1.44414 4.99593 -0.66086  -0.92
28 O 2.36222 3.23649 -2.07643  -0.91
29 C 0.11973 4.42480 -2.98337  0.76
30 F -0.27359 5.68285 -2.88802  -0.30
31 F 0.80024 4.18279 -4.08993  -0.30
32 F -0.99549 3.67951 -3.04366  -0.33
33 C -3.31524 0.03585 -3.76373  -0.76
34 C -2.38301 0.33663 -2.71624  0.48
35 N -1.62656 0.56718 -1.89164  -0.49
36 H -4.29462 -0.32347 -3.44494  0.29
37 H -2.91962 -0.72793 -4.43296  0.28
38 H -3.58631 0.89879 -4.37349  0.27
39 C -3.37601 -3.05577 0.59137  -0.72
40 C -4.02628 -2.30817 -0.47531  0.31
41 N -4.53493 -1.71250 -1.31494  -0.36
42 H -2.78277 -2.37925 1.20312  0.25
43 H -2.70540 -3.82944 0.22411  0.26
44 H -4.11940 -3.50555 1.24835  0.25
45 C 1.76181 -3.90066 0.66491  -0.73
46 C 2.99695 -3.22648 1.04465  0.32
47 N 3.92293 -2.61914 1.34396  -0.38
48 H 1.35872 -3.46873 -0.24998  0.27
49 H 1.03758 -3.80609 1.47002  0.25
50 H 1.99184 -4.95488 0.51661  0.26
51 C 3.96420 0.86547 1.95275  -0.73
52 C 3.12853 0.69411 0.77888  0.45
53 N 2.40604 0.56262 -0.08964  -0.46
54 H 3.40128 0.73697 2.87615  0.25
55 H 4.35334 1.87935 2.04073  0.27
56 H 4.76185 0.12818 1.86824  0.29

---

# 2
This record from the OMol25 dataset describes a structure of composition C10H12BrNO3 in a non-equilibrium geometry. The level of theory is the ωB97M-V functional and the def2-TZVPD basis.

The calculation puts the LUMO energy at 0.71 eV. The multiplicity is 1. The calculation puts the HOMO energy at -8.5 eV.

Last column: natural (NBO) charge in e.
Geometry (Å):
1 C -2.41669 -1.50322 -1.27668  -0.20
2 C -2.12445 -0.28601 -1.67128  -0.25
3 C 1.28849 0.76530 1.45253  0.92
4 C -0.10449 -2.17457 -1.15302  -0.44
5 C 0.17311 1.71394 -0.42926  -0.14
6 C 1.60810 -0.16285 -0.80198  -0.29
7 C -1.35020 -1.86456 -0.30070  0.04
8 C -0.91024 0.04515 -0.85493  0.22
9 C 0.38395 -0.64790 -1.57467  -0.07
10 C 0.65362 2.21625 3.51249  -0.22
11 N 1.23847 0.90904 0.08901  -0.46
12 O 1.72213 -0.21218 2.07063  -0.64
13 O -0.93051 -0.66041 0.34741  -0.53
14 O 0.79744 1.92390 2.07822  -0.57
15 Br 0.55482 -0.48439 -3.50626  0.02
16 H -2.97899 -2.23088 -1.82558  0.22
17 H -2.30499 0.35824 -2.48778  0.24
18 H 0.60761 -2.73280 -0.56243  0.22
19 H -0.24470 -2.78470 -2.02445  0.22
20 H 0.38639 1.92635 -1.40602  0.18
21 H -0.31155 2.45218 0.16411  0.24
22 H 2.03211 -1.05625 -0.27435  0.26
23 H 2.28423 0.37749 -1.48058  0.22
24 H -1.68623 -2.70999 0.48592  0.22
25 H 0.52215 1.29708 4.06218  0.20
26 H -0.29964 2.71220 3.50579  0.19
27 H 1.41007 2.81360 3.86168  0.19

---

# 3
This record from the OMol25 dataset describes the molecule C10H12ClN in a non-equilibrium geometry. The level of theory is the ωB97M-V functional and the def2-TZVPD basis.

The calculation puts the LUMO energy at 0.70 eV. Its SMILES is NC[C@H]1C[C@H]1c1ccc(Cl)cc1. The multiplicity is 1. The calculation puts the HOMO energy at -9.0 eV.

Last column: natural (NBO) charge in e.
Geometry (Å):
1 N 3.99031 -1.58164 -0.79309  -0.79
2 C 2.68408 -1.29263 -0.14235  -0.25
3 C 2.76035 -0.00310 0.52976  -0.22
4 C 2.71004 1.34917 -0.31412  -0.45
5 C 1.63146 1.13212 0.76818  -0.21
6 C 0.25710 0.78100 0.29216  -0.05
7 C -0.29746 -0.21169 1.14347  -0.20
8 C -1.58914 -0.63422 0.99012  -0.22
9 C -2.33884 0.07191 -0.05029  0.03
10 Cl -3.96286 -0.74292 -0.33421  -0.06
11 C -1.79866 1.16297 -0.68713  -0.24
12 C -0.45048 1.47366 -0.58407  -0.20
13 H 3.93786 -0.88533 -1.69510  0.33
14 H 3.80653 -2.38766 -1.34024  0.34
15 H 2.43191 -2.00561 0.74834  0.21
16 H 1.94191 -1.25891 -1.02540  0.18
17 H 3.31915 0.00348 1.46374  0.22
18 H 3.47420 2.16645 -0.41784  0.23
19 H 2.10499 1.29080 -1.19766  0.20
20 H 1.67108 1.75317 1.74080  0.23
21 H -0.03364 -0.45750 2.31434  0.23
22 H -2.09507 -1.29742 1.59180  0.22
23 H -2.43654 1.60830 -1.44781  0.23
24 H -0.09666 2.19622 -1.17621  0.22

---

# 4
This record from the OMol25 dataset describes the molecule C10H12ClNO2S in a non-equilibrium geometry. The level of theory is the ωB97M-V functional and the def2-TZVPD basis.

The calculation puts the LUMO energy at 0.56 eV. Its SMILES is Cc1csc([C@@H]2OCCN(C=O)[C@@H]2Cl)c1. The multiplicity is 1. The calculation puts the HOMO energy at -8.9 eV.

Last column: natural (NBO) charge in e.
Geometry (Å):
1 C -4.07839 -0.64128 -1.72070  -0.62
2 C -3.05601 0.07338 -0.84235  -0.07
3 C -3.34861 0.90965 0.17151  -0.41
4 S -2.01146 1.44557 1.11306  0.43
5 C -0.91496 0.50591 0.14673  -0.23
6 C 0.53392 0.69567 0.51706  0.09
7 O 1.45865 0.61902 -0.54506  -0.50
8 C 2.68125 1.06178 -0.08564  -0.06
9 C 3.27144 -0.02008 0.85069  -0.23
10 N 2.36156 -0.44829 1.91357  -0.47
11 C 2.92006 -1.13737 2.98131  0.55
12 O 4.08872 -1.16926 3.23283  -0.57
13 C 0.97247 -0.47889 1.63866  -0.07
14 Cl 0.30114 -2.05056 1.40983  -0.03
15 C -1.63164 -0.14892 -0.85778  -0.22
16 H -5.02066 -0.73036 -1.12590  0.24
17 H -4.32217 0.09751 -2.64675  0.22
18 H -3.57353 -1.45442 -2.18264  0.23
19 H -4.37096 1.31492 0.55919  0.24
20 H 0.65887 1.55134 1.04990  0.18
21 H 2.70695 1.92482 0.49334  0.16
22 H 3.35472 1.11770 -0.86840  0.20
23 H 3.56929 -0.88389 0.26523  0.19
24 H 4.08952 0.53004 1.13602  0.21
25 H 2.17872 -1.54513 3.67672  0.12
26 H 0.55823 -0.28627 2.59347  0.20
27 H -1.13706 -0.71861 -1.62859  0.23